Version A
ORCA calculation (the ωB97M-V functional and the def2-TZVPD basis) on a single C3H2N2O3 molecule.

Lowest unoccupied orbital energy = -1.2 eV
SMILES string = O=C1ON=N/C1=C/O
HOMO-LUMO gap = 9.1 eV

Last column: natural (NBO) charge in e.
Cartesian coordinates (Å):
1 C -0.039 0.892 0.844  0.235
2 C 0.195 -0.105 -0.124  -0.132
3 C -0.519 -0.828 -1.190  0.721
4 H -1.121 2.219 1.531  0.493
5 H 0.812 0.892 1.688  0.223
6 N 1.443 -0.620 -0.038  -0.137
7 N 1.734 -1.521 -0.737  0.220
8 O -1.357 1.267 1.135  -0.618
9 O 0.307 -2.038 -1.383  -0.485
10 O -1.454 -0.158 -1.726  -0.520

***

Version B
ORCA calculation (the ωB97M-V functional and the def2-TZVPD basis) on 2 unconnected molecules or ions with the total composition C3H2N2O3.

Lowest unoccupied orbital energy = 0.0 eV
SMILES string = N#[N+][O-].O=C=CC=O
HOMO-LUMO gap = 10.0 eV

Last column: natural (NBO) charge in e.
Cartesian coordinates (Å):
1 C 2.111 -1.967 0.822  -0.662
2 C 2.689 -0.787 -0.013  0.469
3 C 0.844 -1.996 0.781  0.742
4 N 2.757 2.211 -0.447  0.404
5 N 2.039 1.681 0.291  -0.067
6 O 3.327 2.881 -1.283  -0.336
7 O 2.113 -0.429 -0.906  -0.510
8 O -0.287 -2.424 0.671  -0.441
9 H 2.525 -2.958 1.028  0.293
10 H 3.768 -0.167 0.236  0.108

***

Relative energies with respect to the most stable structure, expressed in kcal/mol: version A 0.0; version B 5.3.

***

Version A
ORCA calculation (the ωB97M-V functional and the def2-TZVPD basis) on 6 unconnected molecules or ions with the total composition C12H36O12.

Lowest unoccupied orbital energy = 0.3 eV
SMILES string = OCCO.OCCO.OCCO.OCCO.OCCO.OCCO
HOMO-LUMO gap = 9.8 eV

Last column: natural (NBO) charge in e.
Cartesian coordinates (Å):
1 C -25.335 12.648 7.434  -0.076
2 C -25.246 14.100 7.866  -0.073
3 O -24.704 14.889 6.816  -0.732
4 O -25.583 11.801 8.531  -0.765
5 H -24.438 12.372 6.872  0.158
6 H -26.180 12.606 6.728  0.145
7 H -24.595 14.147 8.746  0.163
8 H -26.224 14.499 8.145  0.163
9 H -23.997 15.446 7.140  0.474
10 H -25.247 10.897 8.290  0.505
11 C -21.102 4.138 5.408  -0.085
12 C -20.816 4.191 3.904  -0.082
13 O -19.429 4.288 3.619  -0.709
14 O -20.811 5.359 6.064  -0.739
15 H -20.457 3.373 5.864  0.146
16 H -22.134 3.824 5.592  0.166
17 H -21.405 4.997 3.474  0.185
18 H -21.152 3.228 3.502  0.150
19 H -19.005 3.576 4.108  0.460
20 H -21.600 5.649 6.538  0.500
21 C -24.017 7.096 10.856  -0.093
22 C -25.317 6.661 10.200  -0.099
23 O -25.017 6.000 8.981  -0.746
24 O -23.693 8.362 10.298  -0.747
25 H -23.218 6.361 10.695  0.187
26 H -24.048 7.123 11.951  0.181
27 H -25.938 7.531 9.946  0.188
28 H -25.987 6.113 10.872  0.184
29 H -25.732 5.411 8.724  0.491
30 H -23.128 8.875 10.882  0.493
31 C -23.667 7.898 6.165  -0.095
32 C -23.806 9.283 6.764  -0.102
33 O -24.672 9.359 7.880  -0.763
34 O -23.131 6.927 7.069  -0.772
35 H -23.006 7.895 5.298  0.207
36 H -24.627 7.535 5.780  0.167
37 H -24.350 9.793 5.957  0.184
38 H -22.854 9.810 6.878  0.172
39 H -24.260 8.889 8.633  0.512
40 H -23.827 6.692 7.709  0.498
41 C -28.131 9.316 7.444  -0.104
42 C -27.883 9.712 6.001  -0.093
43 O -28.795 9.053 5.112  -0.720
44 O -29.461 9.601 7.841  -0.713
45 H -27.366 9.810 8.051  0.186
46 H -27.948 8.238 7.490  0.171
47 H -26.877 9.626 5.587  0.188
48 H -28.059 10.802 5.950  0.146
49 H -29.607 9.564 5.189  0.470
50 H -29.447 10.542 8.060  0.465
51 C -23.882 10.255 2.200  -0.077
52 C -23.154 9.467 1.121  -0.082
53 O -23.339 10.166 -0.110  -0.718
54 O -23.553 9.786 3.506  -0.733
55 H -24.936 10.059 1.990  0.171
56 H -23.617 11.309 2.121  0.173
57 H -23.631 8.480 1.124  0.158
58 H -22.082 9.361 1.309  0.165
59 H -22.798 9.687 -0.745  0.470
60 H -23.289 10.548 4.025  0.474

***

Version B
ORCA calculation (the ωB97M-V functional and the def2-TZVPD basis) on 6 unconnected molecules or ions with the total composition C12H36O12.

Lowest unoccupied orbital energy = 0.4 eV
SMILES string = OCCO.OCCO.OCCO.OCCO.OCCO.OCCO
HOMO-LUMO gap = 10.0 eV

Last column: natural (NBO) charge in e.
Cartesian coordinates (Å):
1 C 0.261 -3.036 2.861  -0.107
2 C 0.263 -1.706 3.616  -0.065
3 O -0.983 -1.096 3.460  -0.750
4 O 1.503 -3.695 3.058  -0.716
5 H -0.130 -3.116 1.802  0.195
6 H -0.307 -3.463 3.540  0.162
7 H 0.928 -0.997 3.125  0.146
8 H 0.521 -1.774 4.718  0.176
9 H -1.365 -1.322 2.567  0.489
10 H 1.443 -4.040 3.951  0.462
11 C 3.813 2.273 2.380  -0.078
12 C 3.642 3.452 1.362  -0.095
13 O 2.465 3.286 0.668  -0.728
14 O 4.649 2.538 3.441  -0.694
15 H 4.264 1.425 1.890  0.151
16 H 2.893 1.921 2.628  0.171
17 H 4.662 3.597 0.985  0.169
18 H 3.642 4.459 1.830  0.164
19 H 1.817 3.886 0.975  0.490
20 H 5.582 2.991 3.045  0.459
21 C -3.325 1.628 2.096  -0.056
22 C -3.888 1.115 0.700  -0.095
23 O -4.175 -0.322 0.755  -0.728
24 O -2.995 2.941 1.969  -0.731
25 H -2.599 1.045 2.378  0.163
26 H -4.185 1.489 2.823  0.149
27 H -3.109 1.011 -0.035  0.163
28 H -4.497 1.953 0.414  0.192
29 H -3.470 -0.766 0.965  0.461
30 H -3.584 3.581 2.394  0.484
31 C 2.236 0.708 -3.878  -0.105
32 C 0.850 0.415 -3.602  -0.072
33 O -0.059 0.936 -4.692  -0.760
34 O 3.164 -0.128 -3.140  -0.728
35 H 2.368 1.705 -3.912  0.162
36 H 2.337 0.640 -4.932  0.186
37 H 0.496 0.707 -2.630  0.166
38 H 0.626 -0.633 -3.544  0.181
39 H 0.054 1.954 -4.946  0.471
40 H 3.226 0.063 -2.221  0.493
41 C -2.238 -2.188 -3.836  -0.086
42 C -2.497 -2.627 -2.361  -0.095
43 O -1.378 -2.675 -1.622  -0.739
44 O -3.449 -2.355 -4.574  -0.707
45 H -1.470 -2.855 -4.185  0.180
46 H -1.976 -1.082 -3.724  0.182
47 H -3.037 -3.517 -2.176  0.168
48 H -3.168 -1.982 -1.831  0.170
49 H -0.924 -3.555 -1.734  0.491
50 H -4.086 -1.573 -4.202  0.466
51 C -0.182 0.097 0.335  -0.078
52 C 1.314 -0.303 0.069  -0.095
53 O 2.119 0.690 -0.484  -0.706
54 O -1.041 -1.009 0.519  -0.789
55 H -0.571 0.552 -0.571  0.151
56 H -0.191 0.785 1.067  0.170
57 H 1.187 -1.144 -0.441  0.172
58 H 1.522 -0.734 1.110  0.152
59 H 2.135 1.306 0.169  0.483
60 H -1.102 -1.455 -0.389  0.515

***

Relative energies with respect to the most stable structure, expressed in kcal/mol: version A 0.0; version B 147.8.

***

Version A
ORCA calculation (the ωB97M-V functional and the def2-TZVPD basis) on 2 unconnected molecules or ions with the total composition C8H13NO.

Lowest unoccupied orbital energy = 0.7 eV
SMILES string = C=C(C)C(=O)CC.CC#N
HOMO-LUMO gap = 9.6 eV

Last column: natural (NBO) charge in e.
Cartesian coordinates (Å):
1 C -0.779 -0.029 -0.832  -0.495
2 C 2.411 0.754 -1.932  -0.728
3 C -1.575 -1.009 2.523  -0.628
4 C -1.181 1.172 -1.668  -0.623
5 C -0.475 0.393 0.759  0.621
6 C 1.978 0.866 -0.556  0.311
7 C -0.397 -0.834 1.611  -0.104
8 C 0.573 -1.732 1.514  -0.362
9 N 1.885 0.982 0.593  -0.321
10 O -0.907 1.449 1.144  -0.556
11 H -1.624 -0.712 -0.723  0.217
12 H -0.002 -0.649 -1.273  0.198
13 H 2.310 -0.280 -2.267  0.254
14 H 1.796 1.392 -2.572  0.258
15 H 3.455 1.060 -2.002  0.262
16 H -2.516 -0.945 1.963  0.216
17 H -1.586 -0.208 3.261  0.234
18 H -1.532 -1.967 3.038  0.214
19 H 0.632 -2.566 2.195  0.196
20 H 1.406 -1.622 0.826  0.199
21 H -2.038 1.677 -1.214  0.228
22 H -1.442 0.881 -2.689  0.209
23 H -0.390 1.926 -1.698  0.201

***

Version B
ORCA calculation (the ωB97M-V functional and the def2-TZVPD basis) on 2 unconnected molecules or ions with the total composition C8H13NO.

Lowest unoccupied orbital energy = 0.2 eV
SMILES string = C/C=C/C#N.CC(C)C=O
HOMO-LUMO gap = 10.1 eV

Last column: natural (NBO) charge in e.
Cartesian coordinates (Å):
1 C -1.024 -1.954 -0.978  0.253
2 C -1.718 -1.449 2.664  -0.670
3 C -1.719 -1.850 1.219  -0.051
4 C -0.342 1.710 -1.341  -0.604
5 C 2.266 1.906 -1.260  -0.602
6 C -1.103 -1.228 0.207  -0.360
7 C 0.976 1.292 -0.564  -0.308
8 C 1.157 -0.204 -0.182  0.392
9 N -0.609 -2.708 -1.759  -0.303
10 O 1.448 -0.461 0.971  -0.532
11 H -2.430 -2.252 2.915  0.224
12 H -2.159 -0.491 2.791  0.225
13 H -2.100 -2.833 1.112  0.197
14 H -0.174 1.085 -2.223  0.203
15 H -0.379 2.699 -1.654  0.219
16 H -1.158 1.290 -0.762  0.209
17 H 2.418 1.579 -2.316  0.211
18 H 3.169 1.673 -0.674  0.219
19 H 2.197 2.949 -1.152  0.218
20 H -0.572 -0.345 0.453  0.244
21 H 0.834 1.925 0.302  0.209
22 H 1.653 -0.841 -1.012  0.158
23 H -0.631 -1.493 3.243  0.250

***

Relative energies with respect to the most stable structure, expressed in kcal/mol: version A 0.0; version B 52.9.

***

Version A
ORCA calculation (the ωB97M-V functional and the def2-TZVPD basis) on a gas-phase ion, C3H7N2O (charge +1).

Lowest unoccupied orbital energy (spin up / spin down) = -7.7 / -8.4 eV
Net charge = +1
HOMO-LUMO gap (spin up / spin down) = 4.9 / 3.5 eV

Last column: natural (NBO) charge in e.
Cartesian coordinates (Å):
1 C -1.882 -1.766 -0.940  0.016
2 C -1.350 0.285 0.074  0.066
3 C 2.093 0.939 0.246  -0.556
4 N 0.883 0.460 -0.208  0.260
5 N -1.252 -1.086 -0.052  -0.588
6 O -0.118 0.911 0.531  -0.154
7 H -1.738 -2.813 -1.098  0.172
8 H -1.694 0.928 -0.752  0.258
9 H -2.091 0.525 0.870  0.235
10 H 2.622 1.562 -0.522  0.332
11 H 2.168 1.487 1.136  0.258
12 H 2.801 0.068 0.340  0.314
13 H -0.442 -1.501 0.375  0.387

***

Version B
ORCA calculation (the ωB97M-V functional and the def2-TZVPD basis) on a gas-phase ion, C3H7N2O (charge +1).

Lowest unoccupied orbital energy = -5.0 eV
Net charge = +1
SMILES string = NC(=O)CC=[NH2+]
HOMO-LUMO gap = 9.6 eV

Last column: natural (NBO) charge in e.
Cartesian coordinates (Å):
1 C -0.256 0.699 -0.007  -0.416
2 C 1.470 0.035 0.029  0.319
3 C -1.081 -0.597 0.006  0.646
4 N 2.232 -1.066 0.053  -0.620
5 N -2.404 -0.451 0.072  -0.780
6 O -0.509 -1.664 -0.032  -0.625
7 H -0.270 1.270 -0.926  0.265
8 H 2.054 0.958 0.026  0.191
9 H 3.243 -0.980 0.067  0.445
10 H 1.755 -1.972 0.051  0.468
11 H -2.974 -1.285 0.075  0.431
12 H -0.299 1.299 0.893  0.262
13 H -2.871 0.439 0.079  0.413

***

Version C
ORCA calculation (the ωB97M-V functional and the def2-TZVPD basis) on 2 unconnected molecules or ions with the total composition C3H7N2O.

Lowest unoccupied orbital energy (spin up / spin down) = -3.8 / -3.8 eV
Net charge = +1
HOMO-LUMO gap (spin up / spin down) = 8.2 / 8.2 eV

Last column: natural (NBO) charge in e.
Cartesian coordinates (Å):
1 C -2.254 -0.302 0.139  0.722
2 C 3.003 0.547 0.245  0.161
3 C -1.524 -0.363 -1.005  -0.818
4 N 1.104 -0.729 0.153  -0.626
5 N -3.020 -0.181 0.991  -0.443
6 O 2.346 -0.451 0.670  -0.165
7 H 4.069 0.667 0.529  0.196
8 H 2.619 1.338 -0.324  0.173
9 H -1.759 0.511 -1.599  0.317
10 H -1.698 -1.401 -1.428  0.321
11 H -0.519 -0.392 -0.659  0.351
12 H 0.835 -1.628 0.434  0.318
13 H -3.710 -0.317 1.693  0.493

***

Relative energies with respect to the most stable structure, expressed in kcal/mol: version A 154.5; version B 0.0; version C 113.9.